Here is a molecular structure, C24H26N4PdS2Si in a non-equilibrium geometry from OMol25. Energies are from wB97M-V/def2-TZVPD.

Results
Relative energy (zero: lowest compared OMol25 entry of this formula, charge and spin) ... 1.506 eV
Multiplicity ... 3
Total charge ... 0
Calculated total energy ... -2362.590370 Eh
HOMO (spin up / spin down) ... -4.101 / -7.000 eV

XYZ file:
```
58
Properties=species:S:1:pos:R:3:nbo_charge:R:1
C 0.387 -0.619 0.272 -0.3518
C 1.475 0.215 -0.159 -0.3340
C 1.441 1.389 0.653 -0.3699
H 2.195 -0.013 -0.936 0.2443
C 0.369 1.271 1.572 -0.3166
C -0.310 0.064 1.324 -0.3276
H -1.134 -0.337 1.903 0.2205
H 0.205 -1.641 -0.029 0.2197
H 2.211 2.143 0.662 0.2145
H 0.192 1.925 2.430 0.2193
Pd -0.425 1.149 -0.806 0.8395
C -0.457 1.460 -2.638 -1.0041
H -0.449 2.569 -2.720 0.1696
H -1.526 1.321 -2.899 0.1713
H 0.238 0.902 -3.268 0.1838
Si 2.322 -1.353 -4.024 1.0751
C 0.846 -2.328 -4.639 -0.4055
C 1.203 -3.642 -4.261 -0.2316
H 2.218 -3.799 -3.871 0.2222
C 0.287 -4.682 -4.337 -0.2092
H 0.607 -5.645 -3.944 0.2170
C -0.942 -4.443 -4.960 -0.2208
H -1.579 -5.290 -5.189 0.2154
C -1.321 -3.140 -5.306 -0.2109
H -2.301 -2.985 -5.759 0.2174
C -0.461 -2.045 -5.096 -0.1969
H -0.798 -1.018 -5.327 0.2350
C 3.052 0.379 -3.982 -0.3880
C 4.175 -0.092 -4.743 -0.2641
H 4.088 -0.678 -5.658 0.2213
C 5.453 0.261 -4.265 -0.2198
H 6.333 -0.254 -4.664 0.2128
C 5.598 1.261 -3.288 -0.2161
H 6.582 1.456 -2.848 0.2163
C 4.475 1.970 -2.840 -0.2187
H 4.597 2.839 -2.180 0.2166
C 3.188 1.600 -3.277 -0.1816
H 2.366 2.305 -3.145 0.2371
H 1.672 -1.043 -2.669 -0.1543
H 3.019 -2.134 -3.244 -0.1706
N 0.150 4.239 -0.306 -0.8045
C -1.133 3.901 -0.136 0.2639
N -1.606 2.692 -0.376 -0.5262
C -2.957 2.459 -0.218 0.1064
C -3.556 3.626 0.179 -0.4316
S -2.430 4.925 0.329 0.4016
C -3.340 1.105 -0.447 0.1120
C -4.522 0.413 -0.312 -0.4371
S -4.344 -1.256 -0.618 0.3621
C -2.626 -0.988 -1.020 0.3164
N -2.296 0.278 -0.824 -0.5177
N -1.844 -2.017 -1.394 -0.8057
H 0.425 5.152 0.020 0.4033
H 0.814 3.515 -0.615 0.4453
H -4.603 3.683 0.352 0.2378
H -5.416 0.936 -0.043 0.2430
H -2.274 -2.938 -1.373 0.4087
H -0.911 -1.861 -1.787 0.4456
```